[1]
DFT (ωB97M-V/def2-TZVPD) results for a cluster of 2 separate species, C4H9NO in total at a distorted geometry.

Cartesian coordinates (Å):
O 1.1149 -0.0082 -0.4984
N -1.4193 -1.0827 0.4563
C 0.5034 0.6478 0.4565
C -2.0374 -0.9248 -0.5618
C 1.5283 -1.2605 -0.0359
C -0.0502 1.9415 0.1762
H 0.7415 -1.5511 0.6161
H -1.7430 -0.2750 -1.3775
H 0.7345 0.2570 1.4217
H -2.9734 -1.6644 -0.9318
H 1.7062 -1.8452 -0.9381
H -1.0593 2.1141 0.5545
H 0.5789 2.6827 0.8719
H 2.4115 -1.0548 0.6527
H -0.0366 2.0238 -0.8624

Its LUMO energy (spin up / spin down) is 0.99 / 0.00 eV. As for the total charge: 0. The HOMO-LUMO gap (spin up / spin down) is 0.333 / 0.237 hartree.


[2]
DFT (ωB97M-V/def2-TZVPD) results for the molecule C4H9NO.

Cartesian coordinates (Å):
O -1.0760 1.7287 -0.6283
N 0.0228 0.0747 0.4596
C -0.6145 0.5985 -0.6386
C -0.8315 -0.3111 -1.8347
C 1.0515 -0.9411 0.3821
C -0.0064 0.8626 1.6754
H -0.0696 -0.1563 -2.6045
H 0.0705 0.1885 2.5355
H 0.8093 1.5963 1.7210
H 2.0438 -0.4973 0.5488
H 1.0595 -1.4120 -0.6019
H 0.8949 -1.7176 1.1407
H -1.7939 -0.0186 -2.2585
H -0.8655 -1.3710 -1.5710
H -0.9530 1.4026 1.7175

Its LUMO energy is 0.88 eV. As for the total charge: 0. The HOMO-LUMO gap is 0.370 hartree.


[3]
DFT (ωB97M-V/def2-TZVPD) results for the molecule C4H9NO at a distorted geometry.

Cartesian coordinates (Å):
O -1.8632 -0.6966 -0.6035
N -0.0715 0.1790 1.0798
C -0.6358 1.6108 1.1804
C -0.9543 -0.0624 -1.0918
C 1.0677 -1.1429 -0.8553
C 0.3153 0.1390 -0.3398
H 1.2851 -1.0791 -1.9349
H 0.6862 -0.1173 1.7100
H -0.8832 0.1684 -2.1644
H 2.0112 -1.2012 -0.3246
H -1.5936 1.5461 1.6887
H 0.8739 1.0553 -0.5488
H -0.8327 -0.5063 1.1653
H 0.4986 -2.0760 -0.7182
H 0.0966 2.1831 1.7571

Its LUMO energy is 0.65 eV. As for the total charge: 0. The HOMO-LUMO gap is 0.265 hartree.


[4]
DFT (ωB97M-V/def2-TZVPD) results for the molecule C4H9NO.

Cartesian coordinates (Å):
O 0.1245 0.0131 0.4998
N -1.6220 0.3487 -0.8160
C 1.4765 0.5131 0.5627
C 2.4319 -0.5294 0.0415
C -2.6360 -0.2131 0.0577
C -0.3057 0.3964 -0.7130
H 2.3095 -1.4503 0.6156
H 2.2080 -0.7410 -1.0112
H -2.5814 -1.3050 0.0326
H -2.5117 0.1257 1.0891
H 1.5267 1.4163 -0.0567
H 3.4646 -0.1778 0.1199
H -3.6115 0.1061 -0.3147
H -1.9105 0.7040 -1.7100
H 1.6371 0.7932 1.6029

Its LUMO energy is 1.03 eV. As for the total charge: 0. The HOMO-LUMO gap is 0.341 hartree.


[5]
DFT (ωB97M-V/def2-TZVPD) results for the molecule C4H9NO at a distorted geometry.

Cartesian coordinates (Å):
O -2.3587 1.0797 -0.7998
N -0.0799 0.5568 -0.8951
C -0.1708 -1.3991 0.1540
C 0.0979 0.0698 0.4860
C 1.4525 0.5466 1.0213
C -1.4511 0.4885 -1.3233
H 0.3187 1.4624 -1.0785
H 0.6773 -1.7660 -0.4433
H -1.1199 -1.3054 -0.4670
H 1.4305 1.6420 1.1059
H 2.2774 0.2892 0.3478
H -1.6106 -0.1484 -2.2116
H -0.6849 0.4307 1.1737
H -0.4703 -2.1137 0.9091
H 1.6918 0.1669 2.0207

Its LUMO energy is 1.00 eV. As for the total charge: 0. The HOMO-LUMO gap is 0.388 hartree.


[6]
DFT (ωB97M-V/def2-TZVPD) results for a structure of composition C4H9NO at a distorted geometry.

Cartesian coordinates (Å):
O 1.8059 -1.2834 -0.8139
N -0.4077 0.2631 0.3341
C 0.9537 0.7641 0.2318
C -1.3955 1.1065 -0.3391
C 1.8381 0.0587 -0.5310
C -0.7915 -1.1188 0.4621
H 2.6949 0.5628 -1.0073
H -0.2379 -1.6724 1.2267
H -1.3283 2.0866 0.1559
H 1.8147 -1.0898 0.2163
H 1.2490 1.1746 1.1840
H -0.7694 -1.7210 -0.4462
H -1.8160 -1.1386 0.8543
H -1.1992 1.2337 -1.4131
H -2.4110 0.7737 -0.1145

Its LUMO energy is 0.72 eV. As for the total charge: 0. The HOMO-LUMO gap is 0.316 hartree.


[7]
DFT (ωB97M-V/def2-TZVPD) results for the molecule C4H9NO at a distorted geometry.

Cartesian coordinates (Å):
O -2.1004 -0.8051 -0.5589
N 2.1892 0.3038 -0.5365
C 0.8168 -0.1472 -0.4983
C -1.7165 0.3831 0.1984
C -0.2847 0.8498 -0.1945
C 1.7347 -0.5987 0.5519
H -1.7399 0.0376 1.3223
H 0.5981 -1.0598 -1.0275
H -2.4557 1.2723 0.2041
H -2.8833 -0.9824 0.0351
H 1.4541 -0.1890 1.5186
H -0.3225 1.4945 -1.0899
H 2.0027 -1.6750 0.5502
H 0.0197 1.4111 0.6737
H 2.6876 -0.2951 -1.1487

Its LUMO energy is 0.84 eV. As for the total charge: 0. The HOMO-LUMO gap is 0.383 hartree.


[8]
DFT (ωB97M-V/def2-TZVPD) results for the molecule C4H9NO at a distorted geometry.

Cartesian coordinates (Å):
O -0.4575 0.8229 1.0992
N 1.0947 -1.0426 0.2341
C 0.7104 -0.0721 -0.7834
C -2.1040 -0.0177 0.1581
C 1.9947 0.0788 -0.0118
C -0.5790 0.6971 -0.3246
H -2.4080 -0.1831 1.2526
H -2.1131 -0.9953 -0.2857
H 2.9441 -0.1437 -0.5088
H -0.1633 -0.0858 1.3044
H 0.8630 -0.3460 -1.8317
H 1.4290 -1.9200 -0.1377
H -2.8396 0.6763 -0.2126
H 2.0786 0.7985 0.7988
H -0.4498 1.7327 -0.7509

Its LUMO energy is 1.06 eV. As for the total charge: 0. The HOMO-LUMO gap is 0.342 hartree.


In the order shown, the computed energy above the lowest of the compared OMol25 structures with the same formula, charge and spin values come out to 5.955 0.628 4.455 2.683 1.845 5.325 3.152 4.780 eV.
In the order shown, the computed total energy values come out to -287.61360 -287.80937 -287.66873 -287.73384 -287.76464 -287.63675 -287.71663 -287.65680 a.u..